Entry from the Open Molecules 2025 dataset: the molecule C3H7NO2 at a distorted geometry (ωB97M-V/def2-TZVPD).

```
13
Properties=species:S:1:pos:R:3:forces:R:3
O 0.125 1.199 1.300 -0.223 -0.196 0.084
C 0.381 1.438 -0.071 0.188 0.198 -0.270
C 0.777 0.198 -0.842 0.298 0.180 0.195
O -0.362 -0.523 -1.299 -0.200 -0.001 0.055
C -1.021 -1.446 -0.644 0.071 0.055 -0.458
N -0.785 -1.736 0.666 -0.550 -0.173 -0.666
H -0.691 0.689 1.364 -0.018 0.236 0.018
H -0.484 1.897 -0.573 0.176 -0.036 0.125
H 1.212 2.144 -0.113 -0.059 0.021 0.103
H 1.281 0.473 -1.772 0.100 0.052 0.215
H 1.424 -0.456 -0.247 -0.037 0.113 -0.010
H -1.409 -2.518 0.663 -0.074 -0.457 1.663
H -0.448 -1.358 1.567 0.328 0.007 -1.054
```
Positions in Å, forces in eV/Å.

* relative energy (zero: lowest compared OMol25 entry of this formula, charge and spin): 87.01 kcal/mol
* LUMO level: 0.031 Ha
* gap between HOMO and LUMO: 9.19 eV



Entry from the Open Molecules 2025 dataset: a cluster of 3 separate species, C5H11N3O in total at a distorted geometry (ωB97M-V/def2-TZVPD).

```
20
Properties=species:S:1:pos:R:3:forces:R:3
C -1.832 -1.131 -1.150 0.051 1.167 -1.258
C 0.435 -1.837 -1.814 3.282 1.423 -2.144
C 0.294 0.717 -0.078 -0.171 3.806 0.346
C 0.541 2.017 1.940 1.176 1.211 -1.544
C 0.948 0.555 2.024 -1.234 -2.658 3.788
H -1.684 -1.582 -0.153 -0.199 -0.750 -0.603
H -2.282 -1.784 -2.026 0.618 1.061 2.303
H -2.501 -0.226 -0.864 1.074 -1.330 -1.237
H 0.542 -3.010 -0.870 -0.633 3.642 -2.720
H 0.265 -2.237 -3.247 0.428 0.573 4.594
H 1.584 -1.231 -1.868 -3.141 -2.372 0.245
H -0.125 2.590 0.019 -1.402 2.036 -0.987
H 1.429 2.726 2.229 -1.953 -1.333 0.027
H -0.467 2.348 2.386 1.625 -0.794 -0.380
H 0.425 -0.045 2.881 0.460 1.251 -1.443
H 1.951 0.255 2.190 1.420 0.944 0.398
N -0.463 -0.664 -1.652 -3.076 -3.616 -0.083
N -0.244 0.659 -1.233 1.669 -1.341 0.875
N 0.523 2.026 0.452 0.714 -1.609 0.527
O 0.660 -0.146 0.833 -0.710 -1.312 -0.704
```
Positions in Å, forces in eV/Å.

* relative energy (zero: lowest compared OMol25 entry of this formula, charge and spin): 175.98 kcal/mol
* LUMO level: 0.024 Ha
* gap between HOMO and LUMO: 8.20 eV



Entry from the Open Molecules 2025 dataset: the molecule C15H16N2O3 at a distorted geometry (ωB97M-V/def2-TZVPD).

```
36
Properties=species:S:1:pos:R:3:forces:R:3
C 3.407 1.467 1.206 -3.287 -4.567 -4.132
C 4.233 0.830 -0.038 -0.260 2.212 0.114
O 5.258 1.361 -0.529 -3.598 -2.474 1.612
C 3.521 -0.487 -0.599 -1.544 2.705 -0.850
N 2.097 -0.821 -0.420 1.352 -1.282 5.800
C 0.991 -0.402 -1.058 1.554 -4.066 8.097
O 1.072 0.044 -2.038 1.187 8.066 -16.345
C -0.266 -0.704 -0.524 0.546 -6.645 3.405
N 0.222 -1.291 0.719 1.629 -1.674 2.101
C 1.657 -1.299 0.904 -7.005 2.861 -8.905
O 2.264 -1.437 1.829 4.911 -1.936 7.244
H -0.412 -1.558 1.457 0.336 0.081 0.139
C -1.154 0.252 -0.238 -5.170 12.689 3.445
C -0.749 1.844 -0.191 1.269 -7.284 -2.368
C -1.680 2.766 -0.124 -4.631 1.797 4.099
C -3.052 2.454 0.457 4.297 -2.855 -2.924
C -3.353 1.006 0.484 -3.937 12.152 1.576
C -2.531 0.076 0.291 10.048 1.132 -4.966
C -2.817 -1.191 0.328 -7.221 -10.672 6.118
C -2.255 -2.258 -0.427 -3.018 13.103 -10.581
C -1.056 -1.737 -1.365 -4.848 5.572 3.897
H -0.462 -2.448 -1.420 5.332 -6.741 -2.110
H -1.320 -1.081 -2.118 -0.731 0.046 -2.577
H -2.998 -2.605 -1.121 -0.468 -0.007 -0.798
H -1.919 -3.006 -0.207 6.352 -14.283 6.762
H -2.630 -1.546 1.423 -0.399 0.640 -0.931
H -3.993 -1.549 0.266 2.231 1.938 0.535
H -4.376 1.101 0.656 -1.852 -2.084 0.638
H -3.768 3.247 0.617 -0.132 -0.252 0.060
H -1.312 3.769 -0.007 -0.229 0.643 -0.607
H 0.257 2.100 -0.559 -0.428 -0.175 0.369
H 3.996 -1.306 -0.248 1.993 -2.531 1.153
H 3.623 -0.442 -1.638 0.620 0.020 -1.756
H 3.222 0.604 1.895 0.093 1.306 -0.212
H 3.878 2.261 1.488 3.424 4.310 2.552
H 2.403 1.985 0.848 1.583 -1.744 0.345
```
Positions in Å, forces in eV/Å.

* relative energy (zero: lowest compared OMol25 entry of this formula, charge and spin): 277.58 kcal/mol
* LUMO level: 0.002 Ha
* gap between HOMO and LUMO: 8.47 eV



Entry from the Open Molecules 2025 dataset: a structure of composition C11H13ClOPb at a distorted geometry (ωB97M-V/def2-TZVPD).

```
27
Properties=species:S:1:pos:R:3:forces:R:3
C 0.894 -2.017 0.879 -1.433 -1.588 -0.799
C 0.960 -2.055 -0.550 -1.575 -1.616 0.087
C -0.391 -2.046 -1.057 0.716 -2.847 0.580
H 1.845 -2.082 -1.134 0.548 -0.009 -0.447
C -1.287 -1.964 0.066 1.210 -1.720 0.010
C -0.498 -1.968 1.256 0.510 -2.053 -1.190
H -0.863 -1.861 2.247 -0.393 -0.657 0.357
H 1.714 -1.958 1.544 0.593 0.147 0.479
H -0.671 -2.023 -2.079 -0.135 0.112 -0.698
H -2.344 -1.900 0.016 -0.700 0.003 -0.048
Pb -0.022 0.010 -0.126 -0.615 6.209 -2.685
Cl 0.803 1.401 1.723 7.247 11.480 -1.520
C 0.108 2.922 -4.722 -0.096 -0.896 -0.572
C -1.117 2.284 -5.063 0.976 -0.330 -0.232
C -0.807 1.055 -5.709 0.650 0.670 0.318
H -2.103 2.665 -4.869 -0.291 0.099 0.092
C 0.609 0.933 -5.766 -0.505 0.781 0.373
C 1.174 2.086 -5.156 -1.037 -0.153 -0.153
H 2.223 2.291 -5.044 0.297 0.045 0.072
H 0.210 3.868 -4.223 0.030 0.226 0.184
H -1.519 0.344 -6.088 -0.220 -0.234 -0.095
H 1.155 0.113 -6.196 0.168 -0.266 -0.111
C -0.011 -0.019 3.476 -0.763 -0.597 -0.148
O -0.064 -0.079 2.089 -5.015 -5.609 5.322
H 0.912 -0.504 3.801 0.135 0.101 0.526
H -0.880 -0.546 3.815 -0.722 -1.006 0.916
H -0.127 0.985 3.935 0.420 -0.296 -0.617
```
Positions in Å, forces in eV/Å.

* net charge: -2
* relative energy (zero: lowest compared OMol25 entry of this formula, charge and spin): 126.66 kcal/mol
* LUMO level (alpha / beta): 0.205 / 0.205 Ha
* gap between HOMO and LUMO (alpha / beta): 3.54 / 3.54 eV



Entry from the Open Molecules 2025 dataset: a cluster of 8 separate species, C7H28ClN14O11 in total at a distorted geometry (ωB97M-V/def2-TZVPD).

```
61
Properties=species:S:1:pos:R:3:forces:R:3
Cl -7.965 33.527 -0.045 1.704 2.041 -1.722
O -8.455 32.208 0.118 -1.464 -0.856 -0.098
O -6.762 33.574 0.795 -0.269 0.642 -0.472
O -7.643 33.805 -1.450 1.233 -1.646 -0.358
O -8.841 34.631 0.177 -0.989 -0.353 2.364
C -9.060 33.714 -4.866 -0.950 2.212 1.301
O -9.982 34.447 -4.508 0.425 -0.775 -0.687
N -9.198 32.629 -5.647 -0.687 -0.931 -0.706
N -7.780 33.951 -4.527 0.974 -0.077 -0.355
H -10.131 32.400 -5.940 0.179 -0.156 -0.087
H -8.389 32.092 -5.892 -0.257 -0.201 -0.247
H -7.553 34.665 -3.858 -0.171 -0.267 0.252
H -7.131 33.208 -4.712 0.460 0.305 0.456
C -11.896 32.070 -1.943 1.222 0.189 -0.626
O -12.199 32.960 -1.169 -0.211 -0.678 -0.569
N -12.670 31.035 -2.374 -1.589 1.212 0.548
N -10.686 31.988 -2.591 0.586 1.490 1.193
H -13.545 31.101 -1.868 0.079 -1.291 -0.209
H -12.152 30.217 -2.613 -0.705 -0.680 0.326
H -10.016 32.638 -2.195 0.394 -0.278 -0.462
H -10.416 31.185 -3.117 0.160 0.016 -0.070
C -6.000 32.609 4.532 -0.727 -0.017 -0.752
O -7.017 33.216 4.800 0.365 -0.267 0.301
N -5.536 32.443 3.268 0.080 0.530 -1.409
N -5.268 31.943 5.461 0.323 -0.418 1.320
H -4.732 31.921 2.973 0.098 -0.101 0.536
H -5.941 32.994 2.520 -0.383 -0.141 0.263
H -4.398 31.486 5.271 -0.008 0.085 0.006
H -5.605 32.025 6.405 0.192 -0.080 -0.037
C -6.769 36.562 3.124 -1.621 -2.062 1.308
O -7.477 35.803 3.797 0.655 0.866 -0.704
N -6.154 36.200 1.985 0.926 0.786 -0.396
N -6.552 37.833 3.544 0.428 0.678 0.119
H -6.190 35.273 1.582 -0.424 0.142 0.104
H -5.709 36.964 1.508 0.037 -0.428 -0.522
H -5.994 38.479 3.018 -0.225 0.192 0.114
H -7.070 38.104 4.358 0.055 0.180 -0.123
C -7.412 38.335 -0.900 -0.847 -1.043 2.518
O -7.902 38.571 0.206 0.133 0.780 -1.014
N -7.063 39.264 -1.823 0.399 0.718 -0.484
N -7.119 37.068 -1.256 0.828 -0.317 -1.174
H -6.771 38.943 -2.727 -0.200 0.269 -0.139
H -7.394 40.205 -1.715 0.019 -0.079 0.052
H -7.461 36.236 -0.801 -0.186 0.175 0.301
H -6.525 36.968 -2.061 -0.184 -0.524 0.003
C -6.294 30.793 -4.093 2.035 -1.616 0.684
O -5.390 31.345 -3.483 -0.858 0.657 -0.396
N -6.008 30.046 -5.211 -0.662 -0.140 -1.004
N -7.544 30.572 -3.636 -0.779 0.806 0.855
H -5.118 30.076 -5.671 0.065 0.254 0.263
H -6.758 29.570 -5.681 0.175 -0.040 -0.145
H -8.248 30.078 -4.150 0.075 0.061 -0.103
H -7.830 31.088 -2.813 0.061 0.028 -0.050
C -11.363 28.615 0.943 0.500 -0.099 -1.702
O -12.350 28.801 0.248 0.023 0.228 0.284
N -11.230 27.511 1.723 -0.320 0.238 0.447
N -10.178 29.319 0.821 -0.516 -0.527 -0.014
H -12.101 27.148 2.071 0.377 -0.345 0.300
H -10.319 27.372 2.121 -0.325 -0.372 0.471
H -10.071 29.838 -0.033 0.013 0.694 0.452
H -9.706 29.579 1.669 0.284 0.332 -0.307
```
Positions in Å, forces in eV/Å.

* net charge: -1
* relative energy (zero: lowest compared OMol25 entry of this formula, charge and spin): 72.85 kcal/mol
* LUMO level: 0.073 Ha
* gap between HOMO and LUMO: 7.95 eV



Entry from the Open Molecules 2025 dataset: a structure of composition C41H55As3PdS2Si3 (ωB97M-V/def2-TZVPD).

```
105
Properties=species:S:1:pos:R:3:forces:R:3
Pd 0.401 0.305 -0.071 -0.092 -0.137 0.027
S 1.496 0.318 -2.114 -0.005 0.056 0.067
C 3.160 0.519 -1.690 0.014 -0.029 0.021
C 4.063 0.730 -2.727 0.005 -0.027 0.000
C 5.427 0.924 -2.464 -0.004 -0.012 0.004
C 5.886 0.901 -1.167 0.004 0.003 -0.016
C 4.993 0.663 -0.111 -0.022 0.017 0.007
C 3.635 0.469 -0.352 -0.015 0.058 -0.047
S 2.613 0.155 0.996 0.116 -0.003 -0.003
H 3.703 0.742 -3.748 -0.003 0.004 -0.002
H 6.109 1.085 -3.286 0.003 0.008 0.002
H 6.935 1.050 -0.952 0.002 -0.004 -0.004
H 5.356 0.625 0.907 -0.002 -0.005 0.000
C -0.334 3.583 -1.208 -0.036 0.048 -0.026
C -1.781 3.108 -1.144 0.004 -0.019 -0.015
As -1.989 1.180 -0.734 0.024 0.069 -0.070
C -3.047 1.233 0.875 -0.016 -0.003 -0.018
C -4.134 2.094 1.009 0.002 -0.003 0.004
C -4.837 2.132 2.203 -0.004 -0.007 0.002
C -4.463 1.310 3.261 -0.005 0.009 -0.012
C -3.387 0.445 3.126 0.014 -0.005 0.018
C -2.681 0.412 1.932 -0.005 -0.012 -0.004
C -3.224 0.644 -2.118 0.035 -0.029 0.015
C -2.849 0.832 -3.446 -0.025 0.013 -0.013
C -3.691 0.423 -4.467 0.006 0.012 0.005
C -4.904 -0.182 -4.164 0.004 -0.004 0.001
C -5.276 -0.371 -2.841 -0.003 -0.006 -0.005
C -4.436 0.039 -1.813 -0.019 0.010 0.004
As 0.633 2.870 0.320 -0.036 -0.034 0.093
C -0.191 3.694 1.846 -0.015 -0.010 0.005
C -0.587 2.899 2.916 0.014 0.005 0.003
C -1.198 3.479 4.019 -0.005 -0.001 -0.014
C -1.414 4.849 4.046 -0.003 -0.005 0.008
C -1.017 5.644 2.978 0.000 0.005 -0.009
C -0.403 5.070 1.876 0.019 0.014 0.005
C 2.419 3.567 0.243 0.006 -0.012 -0.078
C 3.141 3.705 1.426 -0.003 0.029 -0.006
C 4.471 4.095 1.378 -0.019 -0.001 0.018
C 5.081 4.343 0.155 -0.005 -0.002 -0.012
C 4.360 4.206 -1.025 0.008 0.003 0.025
C 3.031 3.811 -0.984 0.017 0.003 0.030
H -0.274 4.672 -1.211 0.003 -0.006 -0.001
H 0.168 3.216 -2.106 -0.008 -0.016 -0.001
H -2.296 3.287 -2.087 0.014 0.013 -0.015
H -2.323 3.642 -0.362 0.013 0.004 0.015
H -4.443 2.728 0.186 0.002 0.005 0.003
H -5.682 2.798 2.309 0.002 0.001 0.000
H -5.019 1.342 4.188 0.001 -0.003 0.001
H -3.099 -0.198 3.947 -0.002 0.003 -0.003
H -1.839 -0.264 1.816 0.012 -0.010 0.018
H -1.899 1.297 -3.693 0.007 0.006 0.002
H -3.402 0.576 -5.499 -0.001 -0.001 -0.001
H -5.562 -0.501 -4.961 -0.002 0.003 -0.001
H -6.227 -0.831 -2.605 0.001 -0.001 -0.002
H -4.741 -0.100 -0.783 0.006 -0.004 -0.001
H -0.426 1.827 2.890 0.005 0.009 0.002
H -1.506 2.862 4.853 -0.002 0.000 0.001
H -1.891 5.302 4.905 0.002 0.001 0.000
H -1.181 6.713 3.007 -0.002 0.000 0.000
H -0.084 5.700 1.053 0.004 -0.006 -0.005
H 2.661 3.533 2.383 0.008 -0.008 -0.003
H 5.028 4.222 2.298 0.001 -0.003 -0.002
H 6.115 4.661 0.122 -0.001 0.002 0.001
H 4.830 4.421 -1.976 0.001 -0.001 -0.002
H 2.474 3.714 -1.910 0.001 -0.001 -0.006
C 1.687 -3.484 -2.982 0.015 -0.034 -0.002
Si 2.015 -3.621 -1.150 0.016 0.049 -0.011
C 3.703 -2.926 -0.745 -0.013 -0.015 -0.034
C 1.939 -5.394 -0.580 -0.018 -0.008 -0.001
As 0.289 -2.396 -0.033 -0.035 -0.004 0.010
Si -1.715 -3.193 -1.070 -0.005 0.017 0.020
C -1.765 -2.370 -2.744 -0.011 -0.014 -0.003
C -1.679 -5.046 -1.258 0.007 0.004 -0.014
C -3.114 -2.686 0.053 0.015 0.015 -0.003
Si 0.417 -3.205 2.220 0.049 -0.004 0.013
C 2.221 -3.282 2.691 0.006 0.036 -0.006
C -0.470 -2.007 3.342 -0.012 0.004 0.007
C -0.392 -4.881 2.303 -0.014 0.018 -0.015
H 2.537 -3.910 -3.522 -0.006 0.004 -0.012
H 1.567 -2.449 -3.310 0.003 0.002 0.002
H 0.797 -4.039 -3.283 0.016 -0.002 0.014
H 4.441 -3.681 -1.031 0.008 0.010 -0.001
H 3.843 -2.719 0.316 -0.008 0.006 0.016
H 3.928 -2.022 -1.313 -0.013 -0.020 -0.001
H 2.650 -5.973 -1.176 0.003 0.000 -0.001
H 0.956 -5.846 -0.707 0.001 0.005 -0.005
H 2.232 -5.499 0.466 0.009 -0.014 0.009
H -1.225 -2.964 -3.482 -0.011 0.007 0.003
H -1.328 -1.371 -2.728 0.003 0.000 0.008
H -2.799 -2.268 -3.083 0.004 0.000 -0.008
H -0.906 -5.376 -1.954 -0.003 0.000 0.010
H -2.641 -5.359 -1.673 -0.003 0.003 0.002
H -1.545 -5.568 -0.310 0.004 -0.005 0.000
H -3.141 -1.611 0.232 0.000 -0.008 -0.007
H -3.043 -3.187 1.021 -0.001 -0.008 0.008
H -4.067 -2.972 -0.398 0.002 -0.003 -0.004
H 2.703 -2.304 2.630 -0.002 -0.006 0.000
H 2.788 -3.981 2.075 0.011 -0.012 0.000
H 2.301 -3.620 3.727 -0.017 -0.009 0.001
H -0.093 -0.985 3.251 0.000 -0.007 -0.006
H -0.314 -2.322 4.378 -0.005 0.001 -0.001
H -1.545 -2.008 3.156 -0.009 0.011 0.000
H 0.080 -5.609 1.643 0.006 0.000 -0.009
H -1.453 -4.826 2.054 -0.010 -0.014 0.003
H -0.313 -5.261 3.325 -0.001 0.010 0.007
```
Positions in Å, forces in eV/Å.

* net charge: +2
* relative energy (zero: lowest compared OMol25 entry of this formula, charge and spin): 0.00 kcal/mol
* LUMO level (alpha / beta): -0.169 / -0.318 Ha
* gap between HOMO and LUMO (alpha / beta): 7.31 / 4.80 eV
* 2S+1: 5



One value per record, in order, for E_tot: -323.64231 -436.36659 -916.04006 -1154.84617 -2337.99623 -10094.97408 Eh.